[1]
Here is C26H39N8O3SV as an isolated structure in a non-equilibrium geometry from OMol25. Energies are from ωB97M-V/def2-TZVPD.

Results
Strongest force on any atom (hartree/bohr): 0.06076
Energy relative to the best compared isomer or geometry (same formula, charge and spin) (kcal/mol): 66.78
⟨S²⟩: 2.04
Highest occupied orbital energy (spin up / spin down) (eV): -12.79 / -12.79
LUMO level (spin up / spin down) (eV): -5.24 / -5.56

```
! wB97M-V def2-TZVPD RIJCOSX def2/J DEFGRID3
* xyz 2 3
V -0.532 0.686 -0.114
O -4.353 1.896 -2.302
C -4.134 0.989 -3.327
C -5.184 0.699 -4.179
C -4.964 -0.117 -5.276
C -3.697 -0.631 -5.530
C -2.659 -0.365 -4.662
C -2.863 0.428 -3.528
C -1.765 0.648 -2.570
O -2.003 1.260 -1.430
N -0.567 0.228 -2.852
N 0.309 0.563 -1.841
C 1.547 0.729 -2.166
C 2.542 1.309 -1.288
C 3.844 1.476 -1.772
C 4.804 2.138 -1.031
C 4.487 2.645 0.222
C 3.207 2.482 0.734
C 2.262 1.825 -0.016
O 0.955 1.720 0.525
H -3.459 2.084 -1.938
H -6.157 1.134 -3.989
H -5.783 -0.328 -5.950
H -3.524 -1.236 -6.409
H -1.668 -0.759 -4.842
H 1.839 0.513 -3.190
H 4.091 1.088 -2.752
H 5.796 2.272 -1.439
H 5.226 3.181 0.802
H 2.932 2.872 1.704
N -5.250 1.130 0.710
C -3.958 0.441 1.012
C -3.994 -0.978 0.461
C -2.656 -1.707 0.679
N -1.552 -1.218 -0.199
C -2.253 -1.615 2.156
C -2.244 -0.186 2.707
N -1.121 0.568 2.094
C -3.621 0.459 2.488
H -5.328 1.254 -0.346
H -5.283 2.058 1.132
H -6.052 0.600 1.053
H -3.182 0.993 0.502
H -4.251 -0.971 -0.603
H -4.758 -1.555 0.991
H -2.832 -2.760 0.451
H -1.789 -1.433 -1.167
H -0.736 -1.801 0.008
H -1.272 -2.076 2.308
H -2.967 -2.204 2.734
H -2.092 -0.245 3.788
H -0.250 0.117 2.412
H -1.078 1.497 2.506
H -3.622 1.485 2.868
H -4.348 -0.118 3.066
N -0.007 3.750 -0.136
C -0.065 2.533 0.060
H -0.827 4.206 -0.509
C 1.302 0.094 5.817
N 2.709 -0.054 5.484
C 3.546 -0.492 6.599
C 3.128 -0.096 4.204
S 2.026 -0.253 2.915
N 4.453 -0.023 3.972
C 5.367 0.749 4.805
C 5.044 -0.498 2.731
H 1.230 0.441 6.847
H 0.768 -0.854 5.718
H 0.834 0.827 5.167
H 2.965 -1.176 7.217
H 3.859 0.349 7.219
H 4.423 -1.025 6.242
H 4.824 1.325 5.548
H 5.908 1.447 4.163
H 6.100 0.111 5.303
H 4.434 -1.285 2.301
H 6.034 -0.896 2.956
H 5.143 0.304 1.997
*
```

---

[2]
Here is C26H40As3CrN4Se as an isolated structure in a non-equilibrium geometry from OMol25. Energies are from ωB97M-V/def2-TZVPD.

Results
Strongest force on any atom (hartree/bohr): 0.06932
Energy relative to the best compared isomer or geometry (same formula, charge and spin) (kcal/mol): 22.86
⟨S²⟩: 3.83
Highest occupied orbital energy (spin up / spin down) (eV): -12.63 / -12.63
LUMO level (spin up / spin down) (eV): -6.33 / -6.77

```
! wB97M-V def2-TZVPD RIJCOSX def2/J DEFGRID3
* xyz 2 4
Cr 0.890 -0.427 1.277
C 3.086 2.578 1.438
As 1.945 1.574 0.210
C 3.194 1.457 -1.295
C 0.823 3.107 -0.320
C -0.524 2.828 -1.006
C -0.287 1.953 -2.231
C -1.487 2.151 -0.022
As -1.360 0.207 0.337
C -2.701 0.241 1.753
C -2.501 -0.498 -1.112
C -1.082 4.214 -1.383
As -2.669 4.640 -2.575
C -1.827 4.520 -4.351
C -3.879 3.074 -2.675
H 3.337 3.541 0.983
H 4.020 2.055 1.661
H 2.561 2.771 2.375
H 3.419 2.468 -1.650
H 2.799 0.868 -2.125
H 4.124 0.998 -0.949
H 1.460 3.716 -0.978
H 0.646 3.693 0.590
H 0.187 1.012 -1.917
H 0.378 2.454 -2.933
H -1.230 1.725 -2.723
H -2.518 2.320 -0.357
H -1.387 2.628 0.961
H -3.626 0.700 1.394
H -2.328 0.818 2.601
H -2.927 -0.768 2.098
H -3.255 0.260 -1.343
H -3.008 -1.395 -0.751
H -1.953 -0.749 -2.022
H -0.289 4.788 -1.872
H -1.305 4.744 -0.451
H -0.888 5.073 -4.356
H -2.487 4.994 -5.078
H -1.651 3.493 -4.668
H -4.395 2.917 -1.730
H -3.390 2.157 -2.994
H -4.635 3.329 -3.418
N 2.875 -0.916 2.126
C 3.166 -2.249 1.654
C 4.022 -3.104 2.302
C 4.251 -4.391 1.800
C 3.663 -4.798 0.635
C 2.786 -3.942 -0.062
C 2.149 -4.306 -1.267
C 1.298 -3.408 -1.860
C 1.019 -2.201 -1.214
N 1.567 -1.826 -0.067
C 2.507 -2.658 0.475
H 2.874 -0.920 3.151
H 3.633 -0.280 1.850
H 4.527 -2.799 3.207
H 4.899 -5.059 2.343
H 3.845 -5.784 0.238
H 2.338 -5.278 -1.695
H 0.819 -3.625 -2.800
H 0.283 -1.525 -1.644
N 0.412 1.334 3.764
C 0.476 0.749 2.756
H 0.266 1.736 4.663
Se 0.160 -2.194 2.891
C -1.489 -2.928 2.276
C -1.706 -3.179 0.924
C -2.931 -3.714 0.550
N -3.887 -3.974 1.416
C -3.679 -3.756 2.699
C -2.492 -3.231 3.191
H -0.935 -3.003 0.182
H -3.148 -3.946 -0.485
H -4.493 -4.001 3.363
H -2.349 -3.050 4.246
*
```

---

[3]
Here is a 2-piece molecular cluster, C26H40BClINO5 overall in a non-equilibrium geometry from OMol25. Energies are from ωB97M-V/def2-TZVPD.

Results
Strongest force on any atom (hartree/bohr): 0.05262
Highest occupied orbital energy (eV): -8.24
SMILES string: COCCCc1c(C[C@@H](C)Cl)cc2c(c1B(O)O)C(=O)C=C(CCCI)C2=O.CCN(CC)CC
LUMO level (eV): -0.96

```
! wB97M-V def2-TZVPD RIJCOSX def2/J DEFGRID3
* xyz 0 1
C -3.265 -1.375 0.643
O -2.998 -0.195 -0.126
C -1.854 0.501 0.408
C -1.004 1.247 -0.699
C -0.047 0.315 -1.556
C 0.396 -1.000 -0.856
C 1.428 -0.872 0.195
C 2.048 0.510 0.591
C 3.473 0.765 -0.012
C 4.569 -0.265 0.468
Cl 3.530 0.794 -1.830
C 1.898 -2.044 0.926
C 1.325 -3.322 0.586
C 0.293 -3.503 -0.447
C -0.151 -2.333 -1.180
B -1.236 -2.464 -2.355
O -0.806 -3.077 -3.572
O -2.560 -2.012 -2.288
C -0.219 -4.933 -0.651
O -1.320 -5.248 -1.038
C 0.764 -6.082 -0.274
C 1.727 -5.948 0.682
C 2.606 -7.208 0.977
C 3.369 -7.193 2.353
C 2.432 -7.324 3.611
I 3.228 -6.122 5.264
C 1.851 -4.576 1.372
O 2.300 -4.374 2.477
H -3.962 -1.992 0.012
H -2.347 -2.017 0.775
H -3.781 -1.169 1.615
H -2.298 1.309 1.068
H -1.262 -0.159 1.088
H -1.724 1.758 -1.397
H -0.456 2.088 -0.188
H -0.514 0.177 -2.561
H 0.894 0.905 -1.736
H 1.350 1.358 0.384
H 2.174 0.492 1.712
H 3.818 1.771 0.349
H 5.555 0.130 0.109
H 4.389 -1.263 -0.001
H 4.586 -0.312 1.587
H 2.676 -1.958 1.709
H -0.385 -2.428 -4.160
H -2.700 -1.316 -2.956
H 0.639 -7.068 -0.787
H 1.890 -8.081 1.021
H 3.274 -7.436 0.100
H 3.971 -6.253 2.404
H 4.065 -8.070 2.363
H 1.368 -7.041 3.426
H 2.430 -8.386 3.977
C -1.960 8.340 -1.521
C -2.714 7.203 -0.843
N -2.356 5.888 -1.352
C -3.277 4.837 -0.938
C -3.365 4.522 0.553
C -0.942 5.539 -1.293
C -0.252 5.581 0.073
H -2.069 8.292 -2.606
H -2.358 9.300 -1.186
H -0.896 8.326 -1.276
H -3.780 7.370 -1.028
H -2.570 7.276 0.244
H -3.041 3.914 -1.477
H -4.280 5.111 -1.284
H -2.486 3.979 0.899
H -4.229 3.878 0.737
H -3.495 5.419 1.160
H -0.397 6.210 -1.965
H -0.794 4.547 -1.732
H -0.485 6.490 0.631
H 0.833 5.554 -0.064
H -0.515 4.720 0.687
*
```

---

[4]
Here is C26H40BeCsF9MgN2O15PS4 as an isolated structure in a non-equilibrium geometry from OMol25. Energies are from ωB97M-V/def2-TZVPD.

Results
Strongest force on any atom (hartree/bohr): 0.19075
Highest occupied orbital energy (eV): -9.38
LUMO level (eV): -8.46

```
! wB97M-V def2-TZVPD RIJCOSX def2/J DEFGRID3
* xyz 1 1
C 1.006 -3.590 -1.390
C -0.182 -2.648 -1.972
C -0.340 -1.237 -1.356
C -1.462 -0.274 -1.862
C -2.491 -0.658 -2.939
C -3.698 0.219 -3.490
C -3.721 1.758 -3.000
C -2.494 2.376 -3.804
C -1.663 3.507 -2.805
C -0.429 4.330 -3.600
O -0.221 3.167 -2.507
C -3.955 2.023 -1.454
O -3.256 2.239 -0.460
O -5.383 2.020 -1.116
C -6.301 1.994 -2.265
P -7.772 3.162 -2.142
S -9.073 2.976 -3.625
S -7.109 0.320 -2.061
O -8.575 0.445 -1.602
O -7.204 -0.466 -3.360
C -6.321 -0.713 -0.681
F -6.571 -0.128 0.604
F -4.929 -0.883 -0.828
C -6.950 -2.213 -0.609
F -6.212 -2.894 0.413
F -8.306 -2.190 -0.229
F -6.699 -2.939 -1.796
C -5.225 2.214 -3.471
C -5.414 3.473 -4.419
C -4.694 4.835 -4.003
C -4.896 5.325 -2.489
N -3.773 6.266 -2.175
C -2.333 -2.096 -3.573
C -1.177 -3.049 -3.098
H 1.223 -3.219 -0.286
H 2.007 -3.500 -1.971
H 0.646 -4.697 -1.282
H 0.347 -0.864 -0.528
H -1.493 0.758 -1.388
H -4.653 -0.369 -3.288
H -3.578 0.262 -4.641
H -1.633 1.670 -4.037
H -2.754 2.940 -4.758
H -2.304 4.121 -1.997
H 0.268 4.996 -2.994
H 0.007 3.786 -4.519
H -8.412 2.884 -0.855
H -7.445 4.557 -2.103
H -5.556 1.353 -4.179
H -6.531 3.719 -4.600
H -5.016 3.174 -5.465
H -5.138 5.667 -4.678
H -3.558 4.871 -4.227
H -5.855 5.982 -2.476
H -5.039 4.503 -1.711
H -4.074 7.250 -2.280
H -3.396 6.097 -1.223
H -3.002 -2.501 -4.400
H -1.020 -4.092 -3.565
Cs 2.410 -3.547 0.842
F -6.658 2.088 -5.960
N 7.108 -1.140 6.478
S 7.669 -1.917 5.234
O 8.498 -1.176 4.305
O 6.838 -2.950 4.659
F 8.776 -2.808 5.961
S 6.018 -0.080 6.063
O 5.716 0.874 7.105
O 4.870 -0.547 5.320
F 6.767 0.843 5.004
Mg -10.157 2.896 -0.968
F -3.208 6.810 0.481
C 12.318 -0.709 2.699
C 11.811 -1.804 3.652
O 11.958 -2.967 3.241
O 11.320 -1.374 4.708
H 12.737 -1.142 1.791
H 11.492 -0.052 2.424
H 13.092 -0.121 3.195
O -12.827 1.196 1.506
H -13.494 0.515 1.346
H -11.996 0.765 1.271
O -2.169 7.528 3.304
H -2.512 7.083 2.510
H -1.353 7.049 3.504
Be -0.499 7.101 5.357
O 8.941 -9.116 2.838
C 9.260 -8.251 3.624
O 9.398 -6.979 3.210
C 9.583 -5.858 4.087
C 11.045 -5.681 4.446
C 9.590 -8.597 5.049
H 8.941 -5.938 4.968
H 9.241 -4.978 3.536
H 11.436 -6.547 4.985
H 11.183 -4.794 5.070
H 11.649 -5.573 3.542
H 10.626 -8.936 5.104
H 8.929 -9.404 5.371
H 9.435 -7.778 5.749
*
```

---

[5]
Here is C26H40N3P2SScSi as an isolated structure from OMol25. Energies are from ωB97M-V/def2-TZVPD.

Results
Strongest force on any atom (hartree/bohr): 0.01244
Highest occupied orbital energy (eV): -14.26
LUMO level (eV): -6.92

```
! wB97M-V def2-TZVPD RIJCOSX def2/J DEFGRID3
* xyz 2 1
Sc -0.970 0.622 0.661
C -7.439 -1.816 -0.709
Si -5.874 -1.851 0.283
C -6.201 -1.393 2.050
C -5.009 -3.486 0.125
C -4.726 -0.511 -0.489
C -5.123 0.187 -1.630
C -4.334 1.162 -2.246
C -3.109 1.444 -1.696
N -2.701 0.797 -0.590
C -3.466 -0.150 -0.010
S -2.664 -0.903 1.410
H -8.142 -2.530 -0.275
H -7.298 -2.109 -1.750
H -7.930 -0.842 -0.689
H -6.961 -2.070 2.447
H -6.598 -0.379 2.129
H -5.329 -1.469 2.697
H -5.641 -4.279 0.529
H -4.062 -3.515 0.665
H -4.814 -3.723 -0.922
H -6.090 -0.029 -2.067
H -4.673 1.683 -3.129
H -2.440 2.188 -2.107
C 0.697 -2.532 0.655
P 1.235 -0.864 1.145
C 2.458 -0.479 -0.169
N 3.509 -1.264 -0.221
C 4.416 -1.041 -1.198
C 5.572 -1.858 -1.279
C 6.482 -1.623 -2.263
C 6.286 -0.577 -3.210
C 5.182 0.216 -3.162
C 4.220 -0.002 -2.143
N 3.121 0.783 -2.080
C 2.264 0.559 -1.112
P 0.783 1.642 -1.111
C 0.505 1.954 -2.869
C 1.199 3.231 -0.267
C 2.637 3.679 -0.531
C 0.212 4.298 -0.750
C 0.980 2.987 1.229
C 2.080 -0.986 2.782
C 0.974 -0.859 3.837
C 2.781 -2.343 2.927
C 3.095 0.144 2.942
H 1.574 -3.158 0.493
H 0.112 -2.495 -0.266
H 0.068 -2.969 1.431
H 5.699 -2.647 -0.552
H 7.370 -2.235 -2.333
H 7.031 -0.418 -3.977
H 5.012 1.013 -3.872
H 1.412 2.370 -3.311
H -0.323 2.647 -3.005
H 0.274 1.017 -3.374
H 2.830 3.801 -1.596
H 3.368 2.974 -0.134
H 2.804 4.645 -0.050
H 0.404 4.597 -1.779
H 0.320 5.185 -0.123
H -0.835 3.981 -0.678
H 1.618 2.198 1.633
H -0.085 2.754 1.464
H 1.168 3.894 1.806
H 0.185 -1.604 3.708
H 0.521 0.137 3.841
H 1.408 -1.024 4.825
H 2.072 -3.169 2.960
H 3.316 -2.338 3.878
H 3.501 -2.524 2.132
H 2.637 1.134 2.902
H 3.896 0.091 2.205
H 3.548 0.050 3.930
*
```

---

[6]
Here is C26H41BrN2O9Si4TeTl as an isolated structure in a non-equilibrium geometry from OMol25. Energies are from ωB97M-V/def2-TZVPD.

Results
Strongest force on any atom (hartree/bohr): 0.02378
Energy relative to the best compared isomer or geometry (same formula, charge and spin) (kcal/mol): 8.02
Highest occupied orbital energy (eV): -5.81
LUMO level (eV): 1.53

```
! wB97M-V def2-TZVPD RIJCOSX def2/J DEFGRID3
* xyz -1 1
Tl -0.694 -0.416 -2.951
C 3.387 1.800 -2.864
C 2.617 0.490 -2.970
C 3.491 -0.704 -2.622
O 1.551 0.492 -2.006
C 2.096 0.321 -4.430
O 2.939 0.344 -5.321
O 0.831 0.199 -4.585
H 3.822 1.892 -1.865
H 2.723 2.652 -3.029
H 4.178 1.824 -3.612
H 3.885 -0.594 -1.609
H 4.310 -0.778 -3.335
H 2.906 -1.626 -2.669
H 1.073 1.344 -2.052
C 1.972 -4.499 2.076
Si 1.470 -3.421 3.533
C 3.009 -2.573 4.200
C 0.750 -4.522 4.882
Si -0.088 -1.815 2.829
Te 0.939 -1.099 0.642
Si -2.165 -2.861 2.561
C -1.918 -4.507 1.686
C -2.913 -3.160 4.266
C -3.386 -1.843 1.559
Si -0.125 -0.063 4.385
C -1.630 1.037 4.165
C -0.213 -0.836 6.104
C 1.438 0.961 4.243
H 2.693 -5.258 2.392
H 2.442 -3.903 1.289
H 1.112 -5.009 1.639
H 3.786 -3.307 4.429
H 2.794 -2.015 5.114
H 3.410 -1.872 3.465
H 1.500 -5.232 5.241
H -0.103 -5.096 4.511
H 0.410 -3.932 5.736
H -1.320 -5.197 2.285
H -1.406 -4.356 0.733
H -2.880 -4.984 1.480
H -2.234 -3.715 4.917
H -3.843 -3.729 4.181
H -3.146 -2.212 4.756
H -3.053 -1.744 0.524
H -3.520 -0.841 1.973
H -4.361 -2.337 1.550
H -2.556 0.458 4.219
H -1.607 1.549 3.202
H -1.662 1.796 4.952
H -1.093 -1.475 6.208
H -0.269 -0.059 6.871
H 0.669 -1.447 6.310
H 1.544 1.364 3.235
H 2.324 0.364 4.464
H 1.407 1.802 4.942
Br -1.899 5.013 -0.005
C -1.115 3.305 0.242
C -1.921 2.182 0.203
C -1.338 0.931 0.344
C 0.032 0.806 0.542
C 0.821 1.951 0.581
C 0.252 3.205 0.421
H -2.986 2.277 0.044
H -1.963 0.049 0.296
H 1.893 1.866 0.703
H 0.871 4.090 0.395
O 0.512 4.009 -2.721
C -0.212 3.090 -3.102
O -0.557 2.061 -2.437
C -0.714 3.141 -4.538
C -0.050 3.937 -5.459
C -0.468 3.931 -6.777
C -1.533 3.174 -7.223
C -2.184 2.413 -6.273
C -1.794 2.376 -4.948
N -3.334 1.597 -6.700
O -3.829 0.851 -5.880
O -3.622 1.603 -7.881
N 0.243 4.773 -7.758
O 1.144 5.475 -7.353
O -0.158 4.760 -8.906
H 0.785 4.543 -5.139
H -1.839 3.179 -8.256
H -2.329 1.761 -4.239
*
```